No. 1
{"formula": "C20H30ClO2Pb", "method": "ωB97M-V/def2-TZVPD", "elements": ["Pb", "Cl", "O", "O", "C", "C", "C", "C", "C", "C", "C", "C", "C", "C", "C", "C", "C", "C", "C", "C", "C", "C", "C", "C", "H", "H", "H", "H", "H", "H", "H", "H", "H", "H", "H", "H", "H", "H", "H", "H", "H", "H", "H", "H", "H", "H", "H", "H", "H", "H", "H", "H", "H", "H"], "positions_angstrom": [[0.6419, -2.8561, 0.1273], [-0.2344, -5.0241, 2.1409], [0.6855, -1.2168, -2.8876], [0.1422, 1.3798, -1.1500], [1.0911, 2.3698, 3.1358], [1.0376, 1.5989, 4.3292], [-2.7126, -0.0059, 2.5494], [1.9509, 0.5120, 4.2084], [0.8632, 2.3722, -1.9145], [-1.1213, -0.5367, 4.1318], [-0.3487, 3.3385, -1.9599], [1.2518, -2.5294, -3.0490], [2.0668, 1.7726, 2.2766], [-0.0189, -0.9684, -4.1357], [-2.1219, -1.2555, 2.1742], [0.5758, -1.8257, -5.2861], [-1.0326, 2.2107, -1.0993], [-1.3350, 2.6452, 0.3199], [1.4767, -2.8466, -4.5595], [2.5741, 0.6108, 2.9384], [-2.0464, 0.4562, 3.7365], [-2.2533, 1.5667, -1.7487], [1.1645, -3.9042, 2.0919], [-1.1709, -1.5921, 3.1810], [-2.3551, -1.8480, 1.2680], [-2.5119, 0.5942, -1.2963], [0.4825, -3.2251, -2.6370], [1.7168, 2.7545, -1.3332], [-0.2274, -2.3577, -5.8113], [-1.0626, -1.3309, -4.0084], [-3.5516, 0.4848, 2.0294], [-2.3844, 2.9521, 0.3952], [1.1629, -3.8821, -4.7637], [2.1469, -2.5967, -2.4098], [2.0447, -4.5240, 1.9740], [3.3388, -0.0568, 2.5626], [2.5417, -2.7392, -4.8259], [0.4328, 3.2032, 2.9135], [-0.0370, 0.1004, -4.3706], [2.1120, -0.2706, 4.9458], [-2.1078, 1.4166, -2.8394], [1.1791, 1.9432, -2.8781], [2.3416, 2.1178, 1.2801], [1.1517, -1.2376, -6.0098], [-0.7759, 3.4419, -2.9610], [-0.4469, -0.5187, 4.9773], [-3.1174, 2.2385, -1.5892], [-0.2060, 4.2621, -1.3717], [0.3869, 1.7844, 5.1730], [-1.1219, 1.8674, 1.0541], [-0.7132, 3.5122, 0.5677], [1.2116, -3.3013, 3.0313], [-2.2114, 1.4188, 4.2076], [-0.5457, -2.4752, 3.1750]], "forces_ev_per_a": [[-0.755, 1.019, 1.464], [-0.260, -0.155, -0.131], [0.639, -0.399, -2.101], [0.170, 0.309, -0.538], [0.795, -0.801, -0.214], [0.771, -0.442, -0.494], [0.559, -0.109, -0.146], [-0.230, 0.758, -0.328], [-0.051, -0.118, 0.327], [0.012, -1.225, -0.826], [0.199, -1.075, 0.607], [-0.776, -0.208, 0.163], [-0.810, 0.095, 0.580], [-0.855, -0.512, 0.250], [-0.917, 0.701, -0.575], [0.313, -0.054, 0.440], [-0.513, 0.465, -0.036], [0.024, 0.389, 0.130], [0.219, 0.146, 0.684], [-0.365, 0.350, 0.324], [-0.587, -0.870, -1.164], [-0.206, -0.099, -0.323], [0.537, 0.622, 0.633], [0.768, 0.781, 0.859], [-0.174, 0.195, 0.848], [0.268, 0.348, -0.015], [0.559, 0.006, -0.365], [-0.089, -0.182, -0.339], [0.185, 0.335, 0.011], [0.369, 0.470, 0.125], [0.675, -0.171, 0.253], [0.138, -0.033, 0.147], [0.251, 0.355, 0.048], [-0.203, 0.034, -0.403], [0.182, -0.093, 0.191], [0.100, 0.028, -0.045], [-0.466, -0.017, 0.059], [0.217, 0.025, -0.038], [0.112, -0.172, 0.361], [0.005, 0.118, -0.117], [-0.044, 0.047, 0.535], [0.102, 0.268, 0.209], [-0.071, -0.111, 0.207], [-0.195, -0.070, 0.186], [0.029, 0.416, 0.250], [-0.184, 0.126, -0.174], [0.315, -0.287, -0.248], [-0.172, -0.269, -0.751], [-0.016, 0.019, -0.002], [-0.100, -0.115, -0.097], [-0.034, -0.183, 0.181], [-0.049, -0.565, -0.912], [-0.068, -0.215, 0.104], [-0.320, 0.123, 0.205]], "orbital_gap_ev": [3.2, 3.2], "relative_energy_ev": 4.7147, "total_charge": -1}



No. 2
{"formula": "C20H30GeN3O11PSeV", "method": "ωB97M-V/def2-TZVPD", "elements": ["Se", "Ge", "V", "P", "O", "O", "O", "O", "O", "O", "O", "O", "O", "O", "O", "N", "N", "N", "C", "C", "C", "C", "C", "C", "C", "C", "C", "C", "C", "C", "C", "C", "C", "C", "C", "C", "C", "C", "H", "H", "H", "H", "H", "H", "H", "H", "H", "H", "H", "H", "H", "H", "H", "H", "H", "H", "H", "H", "H", "H", "H", "H", "H", "H", "H", "H", "H", "H"], "positions_angstrom": [[-1.4365, 1.8417, -1.9613], [-0.3520, -1.5590, -0.9679], [-0.1756, 0.9196, 0.3131], [2.7320, 2.3967, -0.9999], [-0.4050, 3.6586, 1.1560], [3.6015, 3.5846, -0.7884], [-1.6143, -0.4862, 0.5950], [-2.3957, 1.5409, -3.2007], [1.5108, 2.2362, -0.1254], [-0.1804, 0.7065, -1.8033], [2.4489, -0.6001, 3.0683], [1.4431, -0.1296, 1.1354], [-3.3366, -1.0407, 1.9184], [-2.0374, 1.8937, -0.4442], [-0.6951, 3.3667, -2.1369], [3.8247, 0.7650, 0.8214], [-0.5773, 1.0697, 2.4472], [1.6864, 3.3676, -3.2891], [-2.4187, -0.3114, 1.6226], [3.7242, 0.8821, -0.6651], [1.4500, -0.3139, 2.4293], [-3.1107, -2.0782, -1.6636], [0.0861, -0.1083, 3.0661], [-0.5929, 3.5817, 2.5489], [-1.8260, -1.8283, -2.1452], [-1.5997, -1.7783, -3.5196], [0.5455, -4.7755, 2.3677], [-2.0456, 0.9065, 2.4765], [-0.7560, -4.3103, 2.2176], [-3.9180, -2.2536, -3.9213], [-1.0472, -3.3415, 1.2673], [-4.1529, -2.2917, -2.5530], [1.5577, -4.2772, 1.5604], [2.3771, 2.1783, -2.7660], [-2.6430, -1.9972, -4.4062], [-0.0842, 2.2811, 3.1352], [-0.0354, -2.8331, 0.4502], [1.2636, -3.3141, 0.6031], [-0.6100, -1.5531, -3.9006], [-2.0601, -2.9656, 1.1860], [-0.3352, 2.2331, 4.2019], [-2.4239, 0.7764, 3.4923], [2.5746, -4.6309, 1.6813], [1.6925, 3.3781, -4.3007], [2.0605, -2.9230, -0.0213], [-0.0963, 4.3991, 3.0814], [1.7461, 1.2993, -2.9070], [0.7705, -5.5248, 3.1174], [0.5306, 3.5824, 0.9186], [4.4900, 0.0681, 1.1366], [4.7123, 0.9873, -1.1071], [3.2353, -0.0225, -1.0281], [-3.3054, -2.0719, -0.5969], [-1.6637, 3.6964, 2.7192], [-1.5479, -4.6980, 2.8474], [2.8586, 0.4741, 1.1643], [-2.5138, 1.7796, 2.0225], [0.9960, -1.5207, -1.7186], [-0.4942, -1.0084, 2.8577], [2.1550, 4.2098, -2.9683], [-2.4665, -1.9500, -5.4736], [0.1645, 3.4029, -2.6617], [0.1769, 0.0045, 4.1453], [4.0702, 1.6603, 1.2420], [-4.7362, -2.4106, -4.6135], [-5.1516, -2.4748, -2.1776], [1.0065, 2.2561, 3.0571], [3.3494, 1.9980, -3.2387]], "forces_ev_per_a": [[-0.225, 0.005, -0.456], [-0.091, -0.533, 0.210], [0.629, 0.497, 0.105], [0.314, 0.136, 0.003], [-0.132, 0.017, 0.143], [-0.129, -0.132, 0.000], [-0.134, -0.034, 0.205], [0.195, 0.093, 0.312], [-0.527, 0.098, 0.237], [-0.490, 0.445, -0.013], [-0.052, 0.048, -0.045], [-0.085, -0.087, 0.376], [-0.036, 0.105, -0.102], [0.405, 0.046, -0.474], [-0.618, 0.010, 0.241], [0.234, 0.370, -0.148], [-0.038, -0.177, 0.319], [0.059, 0.042, 0.071], [0.179, -0.236, -0.112], [0.119, -0.090, 0.159], [-0.290, -0.126, -0.046], [-0.010, 0.035, -0.004], [-0.031, 0.105, -0.106], [0.020, 0.022, -0.127], [-0.216, 0.059, -0.049], [-0.050, -0.056, 0.019], [0.001, -0.001, -0.003], [0.127, -0.066, -0.019], [0.006, 0.011, -0.001], [0.006, 0.005, -0.004], [0.031, 0.011, 0.039], [0.027, 0.001, -0.020], [-0.013, 0.011, -0.004], [-0.080, 0.001, -0.105], [-0.009, -0.001, 0.004], [-0.053, -0.129, -0.045], [0.051, -0.207, 0.063], [-0.018, -0.020, 0.048], [0.003, 0.005, 0.005], [0.031, -0.027, -0.009], [-0.023, 0.015, 0.031], [-0.043, -0.047, 0.031], [-0.033, 0.010, -0.009], [-0.002, -0.008, -0.043], [-0.010, -0.002, 0.004], [0.016, 0.056, 0.007], [0.038, 0.042, 0.023], [-0.009, 0.027, -0.023], [0.073, -0.024, -0.043], [0.041, -0.132, 0.035], [0.056, -0.069, 0.067], [-0.016, 0.012, 0.011], [0.000, -0.002, -0.036], [-0.017, -0.007, -0.002], [0.025, 0.011, -0.019], [0.061, -0.167, -0.418], [0.002, 0.037, -0.007], [0.075, 0.225, -0.019], [-0.010, -0.029, 0.003], [0.103, 0.009, -0.023], [-0.003, 0.000, 0.026], [0.426, -0.369, -0.245], [0.011, 0.003, 0.091], [0.091, 0.087, -0.057], [0.017, 0.002, 0.012], [0.011, 0.001, -0.004], [0.028, -0.001, 0.014], [-0.015, 0.064, -0.076]], "orbital_gap_ev": [7.6, 8.6], "multiplicity": 4, "relative_energy_ev": 1.5901, "total_charge": 0}



No. 3
{"formula": "C20H30IN6O2Ta", "method": "ωB97M-V/def2-TZVPD", "elements": ["Ta", "I", "O", "O", "N", "N", "N", "N", "N", "N", "C", "C", "C", "C", "C", "C", "C", "C", "C", "C", "C", "C", "C", "C", "C", "C", "C", "C", "C", "C", "H", "H", "H", "H", "H", "H", "H", "H", "H", "H", "H", "H", "H", "H", "H", "H", "H", "H", "H", "H", "H", "H", "H", "H", "H", "H", "H", "H", "H", "H"], "positions_angstrom": [[-0.7542, 0.6206, -0.1864], [-0.7288, 2.9950, 1.5402], [0.6757, 0.7916, -1.2861], [4.3626, -1.5401, 1.4452], [0.9788, 0.3401, 1.2691], [-2.8154, -0.5260, -1.1010], [3.8621, 0.4364, -2.9208], [-0.2862, -1.6490, -0.6846], [-2.0778, -0.1786, 1.6384], [-1.9304, 2.1260, -1.6343], [-3.1401, -1.1514, 1.2550], [2.5504, 0.6645, -2.7768], [1.9902, 0.4867, -1.5287], [0.3854, 1.2618, 5.3655], [-3.3926, 0.2859, -2.2069], [-3.3509, 1.7454, -1.8829], [-3.8058, -0.6492, 0.0072], [2.7330, -0.0342, -0.4409], [-0.1837, 2.0642, 4.3792], [1.1255, 0.1427, 5.0072], [5.0036, -1.0934, 0.2704], [1.7858, 1.1088, -3.9793], [-1.0401, -2.0006, -1.9222], [1.3083, -0.1887, 3.6688], [0.0222, 1.7057, 3.0631], [4.0631, -0.3905, -0.6706], [4.5874, -0.0491, -1.9429], [0.7641, 0.6041, 2.6654], [2.1910, 0.0185, 0.9024], [-2.4962, -1.8897, -1.6153], [-0.8118, -3.0158, -2.2509], [4.9714, -2.1034, 1.9435], [-4.6116, -1.3284, -0.2826], [-3.9398, 2.0057, -1.0047], [-0.7540, 2.9435, 4.6509], [-2.6807, -2.1290, 1.1194], [5.4460, -1.9265, -0.2860], [1.5721, -0.4789, 5.7724], [-3.7652, 2.3057, -2.7224], [-1.9187, 3.0945, -1.3108], [-2.5487, 0.6190, 2.0726], [2.0750, 0.4958, -4.8336], [2.0764, 2.1290, -4.2428], [1.8677, -1.0803, 3.4061], [5.6470, -0.1763, -2.1453], [0.2468, 1.5250, 6.4062], [0.7061, 1.0659, -3.8383], [-2.7684, -2.6322, -0.8663], [5.8336, -0.4125, 0.4986], [2.9131, -0.1526, 1.6945], [-4.4240, -0.0168, -2.4066], [-3.0851, -2.1178, -2.5050], [-1.5317, -0.5857, 2.4010], [-1.4425, 2.1471, -2.5341], [-0.4842, -2.3411, 0.0393], [0.7131, -1.7354, -0.8857], [-2.8146, 0.0886, -3.1131], [-0.7336, -1.3144, -2.7162], [-3.8818, -1.2553, 2.0475], [-4.2592, 0.3253, 0.1947]], "forces_ev_per_a": [[-0.574, -1.129, -0.008], [0.132, -0.515, -0.230], [-0.528, 0.266, -0.082], [-0.108, 0.059, -0.072], [-0.993, 0.319, -0.815], [0.722, 0.482, 0.309], [0.189, -0.074, -0.097], [-0.095, 0.865, 0.383], [0.532, 0.061, -0.296], [0.553, -0.302, 0.831], [-0.143, -0.111, 0.018], [-0.400, 0.133, -0.105], [0.433, -0.294, -0.127], [0.015, -0.009, -0.049], [-0.137, -0.021, -0.203], [-0.265, 0.098, -0.115], [-0.194, -0.018, 0.069], [-0.244, -0.033, 0.372], [-0.015, 0.007, 0.082], [0.000, 0.052, -0.008], [0.117, 0.080, 0.009], [0.224, 0.124, -0.055], [0.148, -0.103, -0.213], [-0.012, -0.203, -0.008], [-0.166, 0.375, -0.170], [0.149, -0.027, 0.176], [-0.205, 0.046, -0.042], [0.113, -0.233, 0.225], [0.242, 0.027, 0.026], [-0.127, -0.240, -0.061], [0.168, 0.021, 0.006], [-0.028, 0.043, -0.028], [-0.010, 0.050, -0.128], [0.016, 0.021, 0.023], [0.015, -0.001, 0.009], [-0.008, -0.015, 0.033], [-0.039, -0.042, -0.032], [-0.028, -0.010, 0.004], [0.090, 0.146, 0.034], [0.110, 0.020, -0.100], [0.119, 0.052, 0.014], [-0.059, -0.059, 0.022], [-0.042, 0.021, 0.041], [0.024, 0.020, 0.022], [-0.011, -0.092, -0.008], [0.008, -0.018, 0.003], [-0.003, -0.012, -0.025], [-0.033, -0.006, -0.019], [-0.013, 0.061, 0.021], [0.053, 0.018, 0.024], [0.030, -0.129, 0.010], [-0.102, 0.077, 0.032], [0.103, 0.121, -0.016], [0.131, -0.013, 0.070], [0.032, 0.030, 0.025], [0.032, 0.020, 0.150], [-0.004, -0.012, -0.007], [0.040, -0.014, -0.010], [0.072, 0.020, 0.086], [-0.020, -0.002, 0.001]], "orbital_gap_ev": 5.9, "relative_energy_ev": 0.0000, "total_charge": 4}